[1]
C17H20MgNO5 | the ωB97M-V functional and the def2-TZVPD basis

As for the molar mass: 342.7 g mol⁻¹. As for the LUMO energy: 2.7 eV. For the strongest force on any atom, the calculation gives 0.5 eV/A. For the HOMO energy, the calculation gives -0.20557 Ha. Its gap between HOMO and LUMO is 8.32 eV.

```
! RIJCOSX wB97M-V def2-TZVPD def2/J DEFGRID3
* xyz -1 1
Mg 0.009 0.431 0.183
O -3.078 -1.400 -0.568
C -2.460 -0.354 -0.657
O -1.295 -0.179 -1.196
C -3.085 0.946 -0.095
C -2.386 2.186 -0.661
C -3.181 3.457 -0.343
C -2.867 3.659 1.159
C -2.003 2.432 1.448
O -1.237 2.308 0.220
C -2.862 1.153 1.446
C -2.105 0.025 2.177
O -2.702 -0.681 2.972
O -0.841 0.006 1.918
H -4.151 0.930 -0.322
H -2.042 2.081 -1.684
H -4.243 3.318 -0.544
H -2.828 4.298 -0.941
H -3.757 3.683 1.787
H -2.301 4.576 1.325
H -1.320 2.513 2.287
H -3.814 1.309 1.952
C 1.052 -4.370 -0.501
N 1.838 -3.196 -0.836
C 1.329 -2.589 -2.060
C 1.802 -2.246 0.273
C 2.682 -1.036 0.052
C 4.053 -1.257 -0.079
C 4.926 -0.199 -0.272
C 4.420 1.092 -0.330
C 3.052 1.302 -0.203
C 2.134 0.258 -0.014
H 1.108 -5.096 -1.315
H -0.009 -4.128 -0.326
H 1.451 -4.834 0.403
H 1.383 -3.318 -2.871
H 1.942 -1.728 -2.326
H 0.287 -2.249 -1.955
H 2.130 -2.783 1.168
H 0.763 -1.926 0.478
H 4.430 -2.275 -0.038
H 5.991 -0.378 -0.373
H 5.092 1.933 -0.478
H 2.693 2.327 -0.263
*
```

Atom charges from the natural (NBO) analysis, given in e for atoms 1 to 6:
1. Mg 1.72
2. O -0.65
3. C 0.78
4. O -0.94
5. C -0.35
6. C 0.08



[2]
C17H20N2O4 | the ωB97M-V functional and the def2-TZVPD basis

As for the SMILES: Cc1ccc(OCC(=O)NCCNC(=O)c2ccco2)cc1C. As for the molar mass: 316.4 g mol⁻¹. The calculation puts the energy relative to the best compared isomer or geometry (same formula, charge and spin) at 1.635 eV. As for the LUMO energy: 0.8 eV. For the strongest force on any atom, the calculation gives 1.3 eV/A. For the HOMO energy, the calculation gives -0.30280 Ha. Its gap between HOMO and LUMO is 9.07 eV.

```
! RIJCOSX wB97M-V def2-TZVPD def2/J DEFGRID3
* xyz 0 1
C 3.981 1.627 2.896
C 3.212 1.354 1.639
C 1.845 1.136 1.682
C 1.100 0.881 0.541
C 1.743 0.847 -0.689
O 1.149 0.605 -1.903
C -0.248 0.488 -2.006
C -0.799 -0.924 -1.802
O -1.814 -1.291 -2.361
N -0.073 -1.709 -0.982
C -0.547 -3.005 -0.560
C -1.476 -2.888 0.662
N -2.675 -2.157 0.338
C -2.733 -0.809 0.470
O -1.906 -0.154 1.083
C -3.902 -0.192 -0.166
C -4.242 1.133 -0.268
C -5.430 1.176 -1.026
C -5.724 -0.120 -1.330
O -4.813 -0.952 -0.817
C 3.120 1.062 -0.744
C 3.859 1.313 0.398
C 5.336 1.542 0.299
H 4.755 0.875 3.047
H 4.471 2.599 2.843
H 3.319 1.621 3.758
H 1.332 1.161 2.632
H 0.040 0.713 0.646
H -0.504 0.795 -3.024
H -0.770 1.155 -1.307
H 0.679 -1.293 -0.452
H 0.309 -3.638 -0.321
H -1.101 -3.437 -1.398
H -0.972 -2.337 1.461
H -1.747 -3.885 1.019
H -3.295 -2.571 -0.342
H -3.702 1.956 0.153
H -5.986 2.047 -1.308
H -6.530 -0.557 -1.887
H 3.596 1.029 -1.711
H 5.879 0.805 0.891
H 5.597 2.528 0.681
H 5.669 1.471 -0.733
*
```

Atom charges from the natural (NBO) analysis, given in e for atoms 1 to 6:
1. C -0.63
2. C -0.05
3. C -0.17
4. C -0.36
5. C 0.36
6. O -0.51



[3]
C17H20N2O5S2 | the ωB97M-V functional and the def2-TZVPD basis

As for the SMILES: COc1cccc(CNS(=O)(=O)c2ccc(S(=O)(=O)NC3CC3)cc2)c1. As for the molar mass: 396.5 g mol⁻¹. The calculation puts the energy relative to the best compared isomer or geometry (same formula, charge and spin) at 2.694 eV. As for the LUMO energy: -0.1 eV. For the strongest force on any atom, the calculation gives 0.8 eV/A. For the HOMO energy, the calculation gives -0.31776 Ha. Its gap between HOMO and LUMO is 8.54 eV.

```
! RIJCOSX wB97M-V def2-TZVPD def2/J DEFGRID3
* xyz 0 1
C 1.538 1.907 -1.913
O 0.128 1.943 -1.891
C -0.516 1.718 -0.718
C 0.102 1.525 0.513
C -0.676 1.286 1.634
C -2.054 1.213 1.549
C -2.676 1.400 0.321
C -4.161 1.228 0.157
N -4.382 0.092 -0.728
S -4.076 -1.401 -0.034
O -4.394 -1.390 1.367
O -4.717 -2.369 -0.873
C -2.298 -1.568 -0.204
C -1.699 -1.337 -1.428
C -0.321 -1.444 -1.532
C 0.413 -1.800 -0.417
S 2.198 -1.891 -0.519
O 2.640 -3.123 0.067
O 2.627 -1.554 -1.841
N 2.611 -0.590 0.477
C 3.922 -0.047 0.251
C 5.094 -0.448 1.095
C 4.498 0.927 1.228
C -0.192 -2.076 0.795
C -1.567 -1.949 0.904
C -1.907 1.670 -0.796
H 1.817 2.124 -2.943
H 1.916 0.919 -1.633
H 1.969 2.668 -1.255
H 1.175 1.542 0.603
H -0.191 1.144 2.589
H -2.646 0.996 2.424
H -4.600 2.113 -0.309
H -4.634 1.056 1.131
H -5.293 0.073 -1.161
H -2.312 -1.067 -2.272
H 0.198 -1.254 -2.458
H 2.479 -0.851 1.445
H 4.075 0.106 -0.808
H 4.925 -1.154 1.894
H 6.057 -0.551 0.620
H 5.049 1.770 0.844
H 3.929 1.147 2.119
H 0.411 -2.395 1.631
H -2.088 -2.129 1.831
H -2.374 1.820 -1.757
*
```

Atom charges from the natural (NBO) analysis, given in e for atoms 1 to 6:
1. C -0.26
2. O -0.50
3. C 0.31
4. C -0.26
5. C -0.20
6. C -0.24



[4]
C17H20O2ReSSi2 | the ωB97M-V functional and the def2-TZVPD basis

As for the molar mass: 530.8 g mol⁻¹. The calculation puts the energy relative to the best compared isomer or geometry (same formula, charge and spin) at 0.420 eV. Its expectation value of S² is 3.79. As for the LUMO energy (spin up / spin down): -1.2 / -1.5 eV. For the strongest force on any atom, the calculation gives 0.7 eV/A. For the HOMO energy (spin up / spin down), the calculation gives -0.30171 / -0.31752 Ha. Its gap between HOMO and LUMO (spin up / spin down) is 7.06 / 7.15 eV.

```
! RIJCOSX wB97M-V def2-TZVPD def2/J DEFGRID3
* xyz 0 4
Re -1.060 0.036 0.132
C 2.155 -1.015 1.583
Si 1.560 -0.058 0.072
C 2.245 -0.865 -1.496
C 2.452 1.609 0.093
C 3.842 1.754 0.150
C 4.422 3.011 0.125
C 3.622 4.149 0.035
C 2.246 4.019 -0.032
C 1.660 2.751 -0.005
Si -0.150 2.366 -0.090
C -0.943 2.957 -1.696
C -1.125 3.109 1.345
H 3.248 -1.022 1.608
H 1.803 -2.049 1.572
H 1.809 -0.546 2.506
H 3.337 -0.809 -1.475
H 1.906 -0.327 -2.383
H 1.965 -1.908 -1.605
H 4.481 0.879 0.216
H 5.499 3.112 0.175
H 4.078 5.130 0.014
H 1.631 4.910 -0.106
H -0.883 4.049 -1.763
H -1.999 2.687 -1.758
H -0.429 2.541 -2.564
H -1.087 4.198 1.260
H -0.699 2.827 2.309
H -2.182 2.826 1.337
O -4.975 -1.155 0.696
C -3.830 -1.385 0.409
O -2.928 -0.396 0.385
C -3.314 -2.769 0.165
C -4.289 -3.768 0.252
C -3.990 -5.098 0.043
C -2.683 -5.454 -0.264
C -1.708 -4.480 -0.354
C -1.998 -3.127 -0.140
S -0.518 -2.135 -0.325
H -5.296 -3.455 0.488
H -4.764 -5.850 0.115
H -2.420 -6.490 -0.435
H -0.690 -4.760 -0.593
*
```

Atom charges from the natural (NBO) analysis, given in e for atoms 1 to 6:
1. Re 0.93
2. C -1.12
3. Si 1.16
4. C -1.11
5. C -0.45
6. C -0.19



[5]
C17H20O7S4 | the ωB97M-V functional and the def2-TZVPD basis

As for the molar mass: 464.6 g mol⁻¹. As for the LUMO energy: -0.5 eV. For the strongest force on any atom, the calculation gives 5.7 eV/A. For the HOMO energy, the calculation gives -0.26363 Ha. Its gap between HOMO and LUMO is 6.69 eV.

```
! RIJCOSX wB97M-V def2-TZVPD def2/J DEFGRID3
* xyz 0 1
O -3.859 3.116 4.233
O -1.529 -0.722 2.050
O -0.099 0.498 3.414
O -0.112 2.901 -1.177
O -0.340 1.810 -3.299
O -0.098 -0.298 -2.356
O 0.455 0.550 0.897
S -2.717 4.131 1.528
S -3.525 1.501 0.458
S -3.075 2.135 3.485
C -3.143 2.540 1.826
C 2.988 -2.517 3.579
C 2.191 -3.715 1.605
C 1.999 -1.547 3.341
C 1.093 -2.734 1.484
C 3.073 -3.558 2.699
C 1.056 -1.623 2.330
C 4.274 -4.439 2.974
C -1.959 0.032 -4.000
C 0.369 -0.289 -4.624
C 0.505 2.008 -2.181
C -2.763 3.879 -0.277
C 0.498 0.675 -1.480
C -0.382 0.754 -0.211
C -0.904 2.141 -0.250
C -0.562 0.360 -3.587
C -2.400 2.415 -0.593
S -0.149 -0.315 2.163
H 3.636 -2.378 4.490
H 2.208 -4.527 0.838
H 2.027 -0.642 4.026
H 0.381 -2.783 0.667
H 4.910 -3.906 3.647
H 4.740 -4.635 2.004
H 4.221 -5.411 3.395
H -1.997 -1.082 -4.053
H -2.203 0.478 -4.954
H -2.706 0.452 -3.288
H 1.397 -0.107 -4.375
H 0.072 -1.399 -4.742
H 0.224 0.109 -5.634
H 1.456 2.459 -2.486
H -2.271 4.698 -0.813
H -3.807 3.875 -0.563
H 1.427 0.386 -1.132
H -1.214 0.050 -0.284
H -0.742 2.458 0.791
H -2.648 2.213 -1.568
*
```

Atom charges from the natural (NBO) analysis, given in e for atoms 1 to 6:
1. O -0.91
2. O -0.89
3. O -0.92
4. O -0.52
5. O -0.54
6. O -0.54



[6]
C17H21AsGeO2ReS4Se2 | the ωB97M-V functional and the def2-TZVPD basis

As for the molar mass: 877.3 g mol⁻¹. As for the LUMO energy (spin up / spin down): -11.5 / -12.0 eV. For the strongest force on any atom, the calculation gives 0.3 eV/A. For the HOMO energy (spin up / spin down), the calculation gives -0.62425 / -0.62426 Ha. Its gap between HOMO and LUMO (spin up / spin down) is 5.46 / 4.97 eV.

```
! RIJCOSX wB97M-V def2-TZVPD def2/J DEFGRID3
* xyz 3 1
Re 0.293 -0.627 1.109
O -1.897 -5.317 3.073
C -0.761 -5.367 2.250
C -0.437 -3.903 1.847
C -0.092 -3.184 3.142
O -0.036 -1.736 2.930
C -1.712 -3.353 1.202
Se -1.746 -1.530 0.501
C 0.762 -3.990 0.900
Se 1.757 -2.338 0.523
H -2.159 -6.203 3.351
H -0.931 -5.954 1.340
H 0.106 -5.792 2.769
H 0.885 -3.504 3.510
H -0.853 -3.369 3.897
H 0.307 -1.303 3.726
H -2.549 -3.409 1.898
H -1.987 -3.941 0.321
H 0.493 -4.367 -0.089
H 1.529 -4.648 1.311
S 3.823 1.290 1.258
As 1.946 1.996 1.144
S 0.731 0.965 -0.574
S 0.473 1.153 2.597
S 2.361 4.199 1.062
Ge -1.407 2.131 -0.741
C -0.868 3.636 0.363
C -1.384 3.848 1.650
C -0.893 4.827 2.536
C 0.196 5.559 2.172
C 0.808 5.360 0.865
C 0.153 4.459 -0.061
C -1.648 2.301 -2.604
C -2.940 2.120 -3.107
C -3.185 2.346 -4.454
C -2.148 2.737 -5.289
C -0.859 2.904 -4.794
C -0.603 2.688 -3.451
H -2.392 1.288 0.066
H -2.208 3.230 1.995
H -1.360 4.967 3.501
H 0.637 6.288 2.840
H 1.308 6.225 0.428
H 0.552 4.415 -1.069
H -3.757 1.811 -2.465
H -4.182 2.213 -4.850
H -2.344 2.910 -6.339
H -0.057 3.196 -5.458
H 0.411 2.801 -3.083
*
```

Atom charges from the natural (NBO) analysis, given in e for atoms 1 to 6:
1. Re 0.25
2. O -0.73
3. C -0.05
4. C -0.15
5. C -0.08
6. O -0.70



[7]
C17H21Br3CoF12N2NaO14 | the ωB97M-V functional and the def2-TZVPD basis

As for the molar mass: 1027.0 g mol⁻¹. Its expectation value of S² is 3.75. As for the LUMO energy (spin up / spin down): -4.3 / -5.2 eV. For the strongest force on any atom, the calculation gives 6.2 eV/A. For the HOMO energy (spin up / spin down), the calculation gives -0.45471 / -0.45470 Ha. Its gap between HOMO and LUMO (spin up / spin down) is 8.09 / 7.20 eV.

```
! RIJCOSX wB97M-V def2-TZVPD def2/J DEFGRID3
* xyz 1 4
Co -0.677 1.847 2.589
Na -2.238 -2.491 3.003
N -0.184 -0.744 0.683
O 0.364 -1.016 -0.386
O -0.124 0.360 1.225
O -0.896 -1.582 1.110
N -3.612 0.750 2.547
O -2.615 1.408 2.232
O -3.674 -0.440 2.322
O -4.431 1.287 3.264
C -3.519 -0.128 -1.290
Br -1.989 0.041 -2.432
Br -4.976 -1.208 -2.174
Br -4.145 1.735 -0.906
H -3.066 -0.610 -0.424
C 3.626 -0.084 1.379
C 3.030 -0.011 2.826
O 3.400 1.218 3.491
C 2.564 2.218 3.695
O 1.395 2.235 3.262
C 3.166 3.353 4.512
F 4.254 3.789 3.994
F 2.275 4.338 4.626
F 3.403 2.938 5.796
H 4.692 0.132 1.451
H 3.139 0.731 0.842
H 3.506 -1.001 0.801
H 3.546 -0.800 3.374
H 1.949 -0.096 2.938
C 2.636 -2.871 -2.057
C 2.677 -1.467 -2.624
O 3.916 -0.868 -2.332
C 4.245 0.354 -2.862
O 3.488 1.050 -3.566
C 5.686 0.865 -2.496
F 6.381 -0.096 -1.865
F 6.397 1.272 -3.564
F 5.538 1.942 -1.695
H 2.454 -3.018 -0.992
H 3.620 -3.303 -2.240
H 1.890 -3.552 -2.466
H 1.798 -0.937 -2.255
H 2.598 -1.596 -3.703
C -2.760 5.081 -2.025
C -1.968 4.616 -0.775
O -0.771 4.000 -1.252
C 0.126 3.380 -0.364
O -0.085 3.172 0.877
C 1.368 2.809 -1.150
F 0.940 1.673 -1.758
F 1.742 3.594 -2.147
F 2.391 2.635 -0.313
H -2.041 5.807 -2.405
H -3.738 5.504 -1.795
H -2.878 4.371 -2.844
H -2.568 4.079 -0.040
H -1.614 5.479 -0.211
C -1.564 -4.811 -1.077
C -2.660 -3.799 -1.137
O -3.862 -4.348 -0.729
C -4.333 -4.288 0.598
O -3.646 -3.956 1.547
C -5.821 -4.778 0.740
F -5.912 -5.988 1.299
F -6.484 -3.933 1.487
F -6.388 -4.788 -0.506
H -1.355 -5.087 -0.044
H -0.641 -4.374 -1.456
H -1.808 -5.658 -1.719
H -2.687 -3.269 -2.088
H -2.474 -3.069 -0.349
*
```

Atom charges from the Löwdin analysis, given in e for atoms 1 to 6:
1. Co 1.10
2. Na 0.67
3. N -0.58
4. O 0.01
5. O -0.09
6. O 0.01



[8]
C17H21ClN3O4P | the ωB97M-V functional and the def2-TZVPD basis

As for the SMILES: C#CCc1cc(P(O)O)c(Cl)c2ncc(N)nc12.CC(C)=O.CC(C)=O. As for the molar mass: 397.8 g mol⁻¹. As for the LUMO energy: -0.2 eV. For the strongest force on any atom, the calculation gives 2.1 eV/A. For the HOMO energy, the calculation gives -0.30611 Ha. Its gap between HOMO and LUMO is 8.17 eV.

```
! RIJCOSX wB97M-V def2-TZVPD def2/J DEFGRID3
* xyz 0 1
C -2.926 -2.998 2.117
C -1.996 -2.248 2.150
C -0.664 -1.556 2.012
C -0.173 -1.552 0.549
C -0.843 -2.249 -0.422
C -0.353 -2.176 -1.793
P -1.356 -3.128 -3.058
O -1.435 -2.053 -4.343
O -2.892 -3.032 -2.377
C 0.778 -1.445 -2.077
Cl 1.422 -1.389 -3.727
C 1.501 -0.710 -1.064
N 2.609 -0.003 -1.452
C 3.138 0.627 -0.434
C 2.633 0.605 0.923
N 3.299 1.328 1.914
N 1.584 -0.100 1.292
C 1.001 -0.771 0.253
H -3.841 -3.508 1.872
H 0.043 -2.050 2.693
H -0.834 -0.506 2.303
H -1.727 -2.858 -0.226
H -1.318 -1.174 -3.944
H -3.034 -2.081 -2.220
H 4.040 1.226 -0.624
H 3.890 2.048 1.513
H 2.648 1.690 2.600
C -7.438 -1.554 3.696
C -6.346 -1.406 2.667
C -6.253 -0.087 1.943
O -5.574 -2.307 2.431
H -7.387 -2.549 4.136
H -7.309 -0.813 4.486
H -8.414 -1.428 3.224
H -6.072 0.719 2.657
H -7.178 0.103 1.394
H -5.426 -0.121 1.235
C 7.418 3.887 -1.735
C 5.955 3.544 -1.848
C 5.165 4.233 -2.930
O 5.434 2.747 -1.098
H 7.860 3.320 -0.917
H 7.933 3.628 -2.661
H 7.536 4.952 -1.528
H 5.583 3.990 -3.908
H 5.185 5.314 -2.775
H 4.132 3.893 -2.896
*
```

Atom charges from the natural (NBO) analysis, given in e for atoms 1 to 6:
1. C -0.22
2. C -0.04
3. C -0.49
4. C -0.01
5. C -0.20
6. C -0.45